The following is a DFT calculation (ωB97M-V/def2-TZVPD) of C8H18N2 in the gas phase.

## Properties
Multiplicity   1
Relative energy (zero: lowest compared OMol25 entry of this formula, charge and spin)   25.57 kcal/mol
SMILES string   CC1(C)C[C@@H]1[C@](C)(N)CN
Charge   0
Gap between HOMO and LUMO   9.9 eV

Structure (XYZ):
```
28
C8H18N2 | the Open Molecules 2025 dataset | ωB97M-V/def2-TZVPD
N 1.9680 -0.8660 -2.2216
N 1.7845 1.3353 -0.2798
C -1.6300 0.2783 0.1987
C -0.2905 0.2016 -0.5379
C -1.8497 0.0113 1.6641
C 1.8579 -1.1409 -0.7869
C -2.6329 1.2527 -0.3767
C -1.1973 -0.9893 -0.6312
C 1.1158 0.0604 0.0185
C 1.2474 -0.2125 1.5119
H 1.3790 -2.1142 -0.6420
H 2.7051 1.3723 0.1502
H -2.8656 2.0430 0.3470
H -1.5650 0.8801 2.2670
H -3.5644 0.7390 -0.6340
H 0.7689 0.5658 2.1153
H -0.2324 0.7421 -1.4873
H -2.2572 1.7537 -1.2749
H 2.8687 -1.2264 -0.3676
H -1.3132 -0.8679 2.0277
H 2.3017 -0.2480 1.8131
H -1.6952 -1.1726 -1.5787
H -0.9719 -1.8897 -0.0702
H -2.9110 -0.1879 1.8526
H 1.2380 2.1112 0.0898
H 2.1754 0.1295 -2.3261
H 0.8171 -1.1815 1.7791
H 2.7488 -1.3794 -2.6201
```



The following is a DFT calculation (ωB97M-V/def2-TZVPD) of 4 unconnected molecules or ions with the total composition C8H18N2O8.

## Properties
Multiplicity   1
Relative energy (zero: lowest compared OMol25 entry of this formula, charge and spin)   0.00 kcal/mol
Charge   0
Gap between HOMO and LUMO   3.4 eV

Structure (XYZ):
```
36
C8H18N2O8 | the Open Molecules 2025 dataset | ωB97M-V/def2-TZVPD
O -2.3379 1.7046 -2.3549
O -0.4021 -2.1037 2.7789
O -1.3276 -6.9676 -1.2634
O 2.2594 6.6212 0.7187
O -1.1933 -0.0842 3.2568
O -0.6391 1.2739 -3.7250
O -0.6069 -0.6549 1.2025
O -2.4628 2.1124 -4.5604
N -1.6341 -4.6053 -1.1789
N 2.4614 4.9145 2.3940
C -0.8304 -5.8552 -1.0424
C -0.7184 -1.0070 2.3778
C -1.7189 -4.0479 -2.5827
C 2.0817 5.3944 0.9532
C -1.7907 1.7600 -3.5762
C 1.6559 4.2569 0.0714
C 1.2006 4.3828 3.1486
C 0.6982 -5.5260 -0.8372
H -0.9189 -0.5442 4.0536
H 0.9467 -4.8944 0.0157
H 3.0157 5.6123 2.8693
H -1.5990 1.2285 -1.9689
H 3.1021 4.1452 2.2608
H -2.2583 -3.1014 -2.6160
H 1.7070 4.6548 -0.9421
H 0.7689 3.6259 0.1282
H 1.2263 3.3024 3.2902
H 0.3357 4.8085 2.6399
H 1.1077 -4.9732 -1.6828
H -1.4347 -3.8457 -0.5438
H -2.5440 -4.8500 -0.8153
H 1.1764 4.7385 4.1786
H 1.2186 -6.4547 -0.6031
H -0.6772 -3.8664 -2.8473
H 2.4588 3.5205 0.0372
H -2.3265 -4.6752 -3.2350
```



The following is a DFT calculation (ωB97M-V/def2-TZVPD) of a gas-phase ion, C8H18N3O (charge +1).

## Properties
Multiplicity   1
Relative energy (zero: lowest compared OMol25 entry of this formula, charge and spin)   19.62 kcal/mol
SMILES string   CN(C)/C=[NH+]/N(C=O)C(C)(C)C
Charge   +1
Gap between HOMO and LUMO   9.9 eV

Structure (XYZ):
```
30
C8H18N3O | the Open Molecules 2025 dataset | ωB97M-V/def2-TZVPD
O -2.4353 -2.8392 0.0383
N -0.6486 0.0333 -0.8639
N 0.9570 1.4220 -1.9834
N -0.9402 -1.1022 -0.2076
C -0.0499 -2.4229 1.7514
C 0.5449 -0.1171 1.7031
C -0.1162 2.4962 -2.0987
C -1.8794 -0.8286 2.1715
C -2.0166 -1.9319 -0.5702
C 0.5681 0.2930 -1.4231
C -0.5410 -1.1147 1.4401
C 2.2761 1.6971 -2.3520
H 2.9592 0.8693 -2.1520
H -2.6312 -1.6014 2.1746
H -2.3874 -1.5463 -1.5596
H 0.3294 -2.4929 2.8280
H -2.3051 -0.0008 1.5232
H -1.6600 -0.5630 3.1454
H -0.7180 -3.2870 1.7288
H -1.3524 0.8659 -1.0671
H -0.9650 1.9650 -2.4601
H 2.2153 2.0403 -3.3959
H -0.1581 2.7470 -0.9856
H 1.1348 -0.5819 -1.3076
H 2.5893 2.6192 -1.6139
H 0.7101 -0.1093 2.7556
H 1.4054 -0.5180 1.1862
H 0.1971 3.3130 -2.7241
H 0.6861 -2.7492 1.0392
H 0.4574 0.9570 1.4709
```